Record 1
{"formula": "C3H7NS", "method": "ωB97M-V with the def2-TZVPD basis set", "symbols": ["C", "C", "C", "H", "H", "H", "H", "H", "H", "H", "N", "S"], "positions_angstrom": [[2.444, 0.485, 0.000], [-1.040, -0.927, 0.004], [-2.222, 0.183, -0.010], [2.558, 0.615, 1.262], [2.079, 1.280, -0.660], [3.557, 0.472, -0.122], [-1.517, -2.117, 0.376], [-1.686, 1.126, 0.472], [-2.795, 0.525, -1.071], [-3.055, -0.414, 0.484], [0.114, -0.245, -0.590], [1.563, -0.983, -0.144]], "forces_ev_per_angstrom": [[3.170, 1.485, 4.099], [0.620, 3.464, -3.656], [-0.222, -0.810, -1.271], [-1.049, 0.915, -3.364], [-0.287, -0.002, 0.835], [-0.852, -0.790, -0.796], [2.633, 3.570, -1.021], [-1.962, -2.010, -0.712], [2.178, -1.068, 2.536], [0.791, 1.725, 0.251], [-5.096, -4.690, 4.556], [0.076, -1.790, -1.457]], "smiles": "C/C=N/SC", "lumo_energy_ev": 0.07}

Record 2
{"formula": "C74H55N6OS2TeTi", "method": "ωB97M-V with the def2-TZVPD basis set", "symbols": ["Ti", "C", "C", "C", "C", "C", "C", "C", "C", "C", "C", "C", "C", "C", "C", "C", "C", "C", "C", "C", "N", "C", "C", "C", "C", "C", "C", "C", "C", "C", "C", "C", "C", "N", "C", "C", "C", "C", "C", "N", "C", "C", "C", "C", "C", "C", "C", "C", "N", "H", "H", "H", "H", "H", "H", "H", "H", "H", "H", "H", "H", "H", "H", "H", "H", "H", "H", "H", "H", "H", "H", "H", "H", "H", "H", "H", "H", "S", "C", "N", "C", "C", "C", "C", "C", "C", "S", "H", "H", "H", "H", "C", "C", "C", "C", "C", "C", "Te", "N", "C", "O", "C", "C", "C", "C", "C", "C", "C", "C", "C", "C", "C", "C", "C", "C", "C", "C", "H", "H", "H", "H", "H", "H", "H", "H", "H", "H", "H", "H", "H", "H", "H", "H", "H", "H", "H", "H", "H", "H", "H"], "positions_angstrom": [[0.085, -0.088, -0.081], [-0.895, -2.377, 7.390], [-1.019, -1.049, 7.007], [-0.849, -0.688, 5.679], [-0.564, -1.645, 4.713], [-0.444, -2.978, 5.105], [-0.605, -3.340, 6.433], [-0.335, -1.259, 3.293], [0.786, -0.496, 2.989], [1.705, 0.031, 3.962], [2.820, 0.384, 3.289], [2.585, 0.067, 1.906], [3.596, -0.022, 0.959], [5.000, 0.181, 1.420], [5.814, -0.913, 1.698], [7.108, -0.727, 2.160], [7.603, 0.557, 2.346], [6.798, 1.652, 2.063], [5.503, 1.465, 1.600], [3.381, -0.370, -0.360], [2.163, -0.524, -0.967], [2.443, -0.674, -2.296], [1.519, -0.918, -3.310], [1.996, -0.902, -4.720], [1.881, -2.022, -5.541], [2.339, -1.993, -6.850], [2.918, -0.840, -7.360], [3.046, 0.278, -6.548], [2.593, 0.246, -5.239], [0.199, -1.254, -3.042], [-0.778, -1.626, -4.033], [-1.872, -2.043, -3.365], [-1.579, -1.906, -1.964], [-0.319, -1.394, -1.784], [-2.408, -2.343, -0.948], [-2.084, -2.300, 0.405], [-2.866, -2.938, 1.423], [-2.281, -2.650, 2.605], [-1.140, -1.830, 2.315], [-1.022, -1.638, 0.962], [-3.759, -2.851, -1.324], [-4.079, -4.205, -1.316], [-5.352, -4.628, -1.671], [-6.319, -3.702, -2.039], [-6.007, -2.350, -2.050], [-4.735, -1.928, -1.693], [3.867, -0.629, -2.526], [4.447, -0.455, -1.325], [1.315, -0.396, 1.730], [-1.020, -2.660, 8.428], [-1.256, -0.290, 7.742], [-0.956, 0.345, 5.379], [-0.209, -3.727, 4.359], [-0.500, -4.379, 6.721], [1.528, 0.088, 5.022], [3.734, 0.797, 3.681], [5.421, -1.911, 1.551], [7.733, -1.585, 2.375], [8.612, 0.703, 2.710], [7.181, 2.655, 2.196], [4.871, 2.312, 1.362], [1.445, -2.927, -5.139], [2.249, -2.877, -7.469], [3.273, -0.816, -8.383], [3.498, 1.183, -6.934], [2.688, 1.121, -4.608], [-0.639, -1.563, -5.099], [-2.795, -2.419, -3.775], [-3.751, -3.527, 1.248], [-2.601, -2.939, 3.592], [-3.320, -4.925, -1.036], [-5.589, -5.685, -1.663], [-7.312, -4.035, -2.313], [-6.755, -1.620, -2.332], [-4.477, -0.875, -1.688], [4.345, -0.743, -3.484], [5.496, -0.372, -1.097], [2.507, 2.825, -0.257], [1.570, 2.498, -1.611], [0.528, 1.686, -1.753], [-0.119, 1.889, -2.974], [-1.354, 1.358, -3.346], [-1.883, 1.666, -4.587], [-1.207, 2.497, -5.479], [0.004, 3.060, -5.112], [0.523, 2.767, -3.859], [1.931, 3.412, -3.087], [-1.886, 0.728, -2.645], [-2.848, 1.258, -4.864], [-1.635, 2.721, -6.448], [0.531, 3.731, -5.778], [-10.253, 0.856, 3.777], [-8.836, 0.810, 3.272], [-8.001, 1.912, 3.365], [-6.683, 1.882, 2.916], [-5.870, 3.145, 3.035], [-6.174, 0.692, 2.376], [-4.138, 0.588, 1.775], [-1.789, 0.541, -0.435], [-1.382, 1.621, 0.110], [-0.286, 1.508, 0.889], [-1.948, 2.970, -0.130], [-1.282, 4.085, 0.363], [-1.802, 5.354, 0.141], [-2.978, 5.504, -0.580], [-3.628, 4.387, -1.096], [-3.114, 3.122, -0.873], [-3.416, 1.192, 3.677], [-2.441, 2.189, 3.695], [-2.024, 2.755, 4.889], [-2.608, 2.346, 6.081], [-3.536, 1.318, 6.066], [-3.928, 0.697, 4.879], [-4.864, -0.479, 4.960], [-7.017, -0.419, 2.230], [-6.581, -1.729, 1.619], [-8.329, -0.340, 2.685], [-10.513, 1.855, 4.126], [-10.395, 0.161, 4.607], [-10.959, 0.576, 2.993], [-8.385, 2.832, 3.794], [-6.530, 4.012, 3.075], [-5.187, 3.259, 2.192], [-5.261, 3.141, 3.942], [-0.350, 3.943, 0.896], [-1.285, 6.224, 0.525], [-3.386, 6.493, -0.749], [-4.532, 4.507, -1.681], [-3.596, 2.238, -1.269], [-2.004, 2.536, 2.767], [-1.263, 3.525, 4.881], [-2.324, 2.807, 7.019], [-3.959, 0.962, 6.999], [-5.908, -0.161, 5.022], [-4.632, -1.069, 5.848], [-4.767, -1.115, 4.080], [-5.596, -1.675, 1.162], [-7.290, -2.046, 0.852], [-6.548, -2.512, 2.381], [-8.971, -1.210, 2.579]], "forces_ev_per_angstrom": [[0.822, -0.495, -0.071], [0.001, 0.008, -0.013], [0.006, -0.030, 0.035], [-0.108, 0.013, -0.011], [-0.014, 0.192, 0.040], [0.047, -0.009, 0.027], [-0.021, -0.013, 0.002], [0.054, -0.024, -0.033], [0.110, -0.118, 0.032], [-0.038, -0.020, 0.015], [0.037, 0.046, -0.022], [0.053, -0.205, 0.085], [0.019, -0.130, 0.001], [-0.048, 0.170, 0.020], [-0.010, 0.006, 0.001], [0.040, 0.010, -0.022], [-0.001, -0.024, 0.016], [0.009, -0.011, -0.012], [0.010, 0.043, -0.014], [-0.017, 0.114, -0.083], [-0.163, 0.113, -0.015], [0.001, -0.119, 0.017], [0.091, 0.019, -0.019], [-0.024, 0.066, 0.015], [0.047, -0.037, 0.037], [0.000, -0.005, -0.010], [0.006, -0.017, 0.009], [0.010, -0.003, -0.003], [-0.053, 0.043, -0.034], [0.065, -0.158, 0.075], [0.054, -0.065, -0.037], [-0.009, -0.022, 0.038], [0.079, -0.072, 0.026], [-0.465, 0.177, -0.143], [-0.066, 0.035, -0.048], [0.026, 0.006, 0.056], [-0.016, -0.057, -0.046], [0.068, -0.037, 0.054], [-0.063, 0.003, -0.032], [-0.090, 0.019, 0.040], [0.010, 0.038, -0.017], [0.015, 0.001, -0.045], [-0.017, 0.007, 0.013], [-0.013, -0.004, 0.014], [0.008, -0.005, -0.016], [0.001, -0.009, 0.008], [-0.010, -0.016, -0.043], [0.000, -0.029, 0.059], [-0.182, 0.183, -0.173], [-0.009, -0.007, 0.010], [0.001, 0.009, -0.007], [-0.010, 0.045, -0.016], [0.006, -0.004, 0.000], [-0.001, -0.007, 0.003], [0.020, -0.033, 0.027], [0.021, -0.048, 0.019], [-0.004, -0.014, 0.018], [0.002, -0.009, 0.006], [0.012, 0.003, -0.004], [-0.002, 0.015, 0.005], [-0.006, 0.007, -0.009], [-0.009, -0.008, 0.002], [-0.006, -0.004, -0.010], [0.003, 0.006, -0.012], [0.000, 0.012, -0.007], [-0.007, 0.008, 0.011], [0.018, -0.001, -0.005], [-0.023, -0.012, 0.002], [-0.035, 0.024, 0.007], [-0.013, -0.004, -0.003], [0.011, -0.009, 0.008], [-0.002, -0.014, -0.002], [-0.007, 0.001, -0.009], [-0.012, 0.008, 0.003], [0.003, 0.021, 0.005], [-0.002, -0.002, -0.014], [0.014, 0.004, 0.002], [0.030, -0.056, -0.025], [-0.057, 0.070, 0.041], [0.067, 0.014, -0.057], [-0.064, -0.013, 0.092], [0.007, -0.015, -0.002], [0.006, 0.034, -0.014], [-0.023, -0.014, 0.003], [0.010, -0.024, 0.029], [-0.020, 0.041, -0.045], [0.045, 0.071, -0.008], [-0.001, 0.012, -0.023], [0.007, -0.039, -0.011], [-0.006, 0.001, -0.008], [-0.003, 0.017, -0.018], [0.021, -0.005, -0.020], [-0.008, 0.012, -0.004], [-0.006, -0.021, 0.026], [-0.026, 0.048, 0.007], [-0.005, -0.015, 0.015], [-0.067, 0.051, -0.126], [-0.057, -0.081, 0.146], [0.342, 0.174, -0.194], [-0.409, -0.236, -0.033], [-0.242, 0.265, 0.212], [0.211, 0.120, 0.206], [-0.006, 0.046, 0.019], [-0.001, -0.025, -0.003], [-0.011, -0.005, -0.007], [0.013, 0.022, 0.005], [-0.006, -0.010, -0.015], [0.061, 0.015, -0.105], [0.021, 0.024, -0.011], [-0.020, -0.001, 0.006], [-0.012, -0.004, -0.021], [0.025, -0.008, 0.010], [-0.023, -0.043, 0.061], [-0.006, 0.031, -0.007], [0.020, -0.044, 0.027], [0.026, 0.032, 0.026], [-0.003, -0.007, -0.006], [-0.008, 0.007, 0.007], [-0.008, 0.000, 0.010], [-0.012, -0.001, -0.002], [-0.005, 0.011, -0.005], [-0.001, 0.010, 0.009], [-0.007, 0.016, 0.004], [0.014, -0.003, -0.009], [0.000, -0.010, 0.004], [0.011, 0.009, -0.008], [0.004, 0.003, -0.018], [-0.024, 0.008, 0.012], [-0.003, -0.002, 0.009], [-0.031, 0.045, -0.027], [0.008, 0.016, 0.002], [0.013, -0.002, 0.009], [0.010, -0.013, 0.015], [-0.004, -0.009, -0.015], [-0.009, -0.011, 0.009], [0.020, -0.020, 0.019], [-0.011, -0.012, -0.007], [-0.007, -0.013, 0.008], [0.005, -0.012, 0.015], [-0.007, -0.013, -0.015]], "lumo_energy_ev": 1.29, "total_charge": -1}

Record 3
{"formula": "C11H23LiNO10", "method": "ωB97M-V with the def2-TZVPD basis set", "symbols": ["Li", "C", "C", "N", "C", "C", "C", "C", "C", "O", "C", "H", "H", "H", "H", "H", "H", "H", "H", "H", "H", "H", "H", "H", "H", "H", "H", "H", "H", "H", "H", "O", "C", "O", "O", "H", "O", "C", "O", "O", "H", "O", "C", "O", "O", "H"], "positions_angstrom": [[12.711, -16.966, 10.165], [19.165, -21.805, 11.523], [18.530, -20.893, 12.627], [16.981, -20.547, 12.359], [16.078, -21.792, 12.119], [16.480, -19.827, 13.695], [17.186, -18.557, 14.186], [17.006, -19.515, 11.148], [15.630, -19.376, 10.508], [14.624, -19.042, 11.412], [14.382, -17.589, 11.521], [19.470, -21.281, 10.617], [18.593, -22.531, 10.944], [19.883, -22.573, 11.811], [19.191, -20.042, 12.791], [18.388, -21.586, 13.456], [16.324, -22.227, 11.150], [14.999, -21.695, 12.240], [16.327, -22.308, 13.046], [16.588, -20.621, 14.434], [15.419, -19.647, 13.520], [16.837, -17.728, 13.571], [18.276, -18.567, 14.209], [16.890, -18.475, 15.232], [17.641, -19.745, 10.292], [17.451, -18.615, 11.574], [15.305, -20.253, 9.949], [15.640, -18.700, 9.653], [14.239, -17.088, 10.564], [15.033, -16.976, 12.145], [13.423, -17.502, 12.032], [12.955, -18.337, 7.070], [12.835, -17.823, 8.350], [11.951, -16.988, 8.597], [13.673, -18.158, 9.327], [13.579, -18.935, 7.489], [11.106, -17.542, 12.778], [10.770, -17.661, 11.521], [11.650, -17.615, 10.614], [9.596, -17.746, 11.299], [10.147, -17.540, 12.819], [14.030, -14.408, 11.236], [13.167, -15.316, 10.962], [12.279, -15.122, 10.171], [13.405, -16.440, 11.377], [14.450, -15.028, 11.837]], "forces_ev_per_angstrom": [[3.594, 3.024, -6.685], [-0.557, -0.081, -1.483], [-1.901, -3.250, -1.343], [1.275, 2.323, -0.859], [1.430, 0.870, 1.283], [0.307, -0.952, -0.846], [-0.274, -0.542, -0.706], [-1.044, -0.317, 0.077], [-0.752, 0.153, 0.679], [2.866, -2.545, 0.235], [4.533, -5.446, 2.559], [0.886, 0.620, 0.512], [-1.658, 0.083, 0.698], [0.752, 0.937, 0.807], [-0.821, 0.126, 0.190], [0.607, 0.577, 0.631], [0.119, -0.202, 0.495], [0.139, 1.321, -0.505], [0.342, -1.171, -0.538], [0.033, -0.121, 0.043], [0.083, 0.182, -0.190], [0.041, 0.212, 0.392], [0.017, -0.258, -0.229], [-0.256, 0.382, -0.113], [0.614, -1.076, 0.488], [-0.513, 0.157, 0.132], [0.374, -0.882, 0.265], [0.460, 0.822, 0.183], [5.133, -4.222, -1.556], [1.743, -0.849, 0.690], [0.940, -6.584, 2.903], [0.718, -0.548, 1.614], [-2.016, 3.466, 2.443], [1.269, -1.006, -4.613], [-0.949, -1.583, -6.085], [1.149, -1.586, -1.488], [1.122, 0.252, 2.676], [5.041, -0.021, -6.716], [-10.256, -7.025, 7.237], [-4.983, -0.534, -0.097], [-1.825, 0.235, 3.334], [2.839, 2.398, 1.657], [-4.213, 3.259, -3.601], [-1.481, 2.122, -0.893], [-6.970, 16.316, 5.179], [2.045, 0.964, 1.149]], "lumo_energy_ev": 1.55, "total_charge": -1}

Record 4
{"formula": "C6H7NO3", "method": "ωB97M-V with the def2-TZVPD basis set", "symbols": ["C", "C", "C", "C", "C", "N", "C", "O", "O", "O", "H", "H", "H", "H", "H", "H", "H"], "positions_angstrom": [[0.636, -0.567, -0.613], [0.960, -1.867, 0.078], [1.049, 1.459, -0.224], [-1.132, -0.586, 1.592], [-0.363, 0.881, -0.165], [-1.256, 1.518, -1.026], [-0.942, 0.640, 1.175], [1.747, 0.348, -0.509], [1.426, 2.592, -0.230], [-1.380, -1.608, 2.092], [0.412, -0.732, -1.671], [-2.175, 1.107, -1.096], [-0.858, 1.926, -1.860], [-1.294, 1.487, 1.749], [1.245, -1.705, 1.114], [0.120, -2.553, 0.015], [1.805, -2.341, -0.422]], "forces_ev_per_angstrom": [[-1.099, 1.619, -0.727], [-0.282, 0.292, 0.152], [-0.432, 0.725, -0.633], [-0.820, -0.324, 1.465], [1.455, -2.560, 0.052], [0.106, 0.086, -0.109], [0.149, 0.280, -0.300], [0.573, 0.105, 0.294], [0.221, -0.318, 0.256], [0.327, 0.452, -0.643], [0.081, -0.012, 0.011], [0.150, 0.111, -0.155], [-0.266, -0.195, -0.019], [-0.090, -0.210, 0.236], [-0.073, -0.071, 0.134], [-0.055, -0.078, 0.104], [0.056, 0.099, -0.120]], "smiles": "C[C@@H]1OC(=O)[C@]1(N)C=C=O", "lumo_energy_ev": 0.48}

Record 5
{"formula": "C4H12N2S", "method": "ωB97M-V with the def2-TZVPD basis set", "symbols": ["C", "N", "C", "C", "S", "C", "N", "H", "H", "H", "H", "H", "H", "H", "H", "H", "H", "H", "H"], "positions_angstrom": [[2.139, 0.879, 1.647], [0.826, 0.313, 1.899], [0.107, -0.082, 0.676], [-0.104, 0.988, -0.409], [-1.694, 0.774, -1.314], [0.707, -1.366, 0.117], [-0.091, -2.011, -0.961], [2.411, 1.575, 2.431], [2.848, 0.046, 1.666], [2.271, 1.327, 0.663], [0.233, 1.038, 2.286], [-0.880, -0.368, 1.041], [-0.267, 1.960, 0.037], [0.644, 0.927, -1.183], [-1.230, -0.271, -2.001], [0.748, -2.067, 0.947], [1.729, -1.322, -0.262], [0.396, -2.855, -1.221], [-1.036, -2.172, -0.639]], "forces_ev_per_angstrom": [[0.636, -0.958, -0.066], [-0.764, 0.758, -0.679], [-0.074, -0.685, -0.173], [-1.023, -0.599, 0.095], [0.171, 0.029, 0.084], [-0.365, -1.305, -0.058], [0.567, 1.215, 0.109], [0.064, 0.135, 0.039], [0.213, 0.175, 0.131], [-0.187, 0.439, -0.084], [0.123, 0.000, 0.328], [-0.193, 0.024, -0.062], [0.641, 0.394, 0.029], [0.476, 0.540, 0.064], [-0.174, -0.172, -0.171], [0.212, 0.055, 0.490], [0.061, 0.642, -0.005], [-0.429, -0.264, -0.035], [0.045, -0.423, -0.036]], "smiles": "CN[C@H](CN)CS", "lumo_energy_ev": 1.00}

Record 6
{"formula": "C2H6OS2", "method": "ωB97M-V with the def2-TZVPD basis set", "symbols": ["C", "C", "O", "S", "S", "H", "H", "H", "H", "H", "H"], "positions_angstrom": [[1.800, -0.685, 0.098], [-0.865, 0.154, -0.010], [-0.570, 1.232, -0.678], [-2.586, -0.225, 0.282], [0.119, -1.199, -0.423], [2.408, -1.483, 0.166], [1.782, -0.385, 1.087], [2.304, 0.102, -0.526], [-0.111, 0.701, 1.601], [-1.420, 1.640, -0.595], [-2.861, 0.148, -1.002]], "forces_ev_per_angstrom": [[-1.307, 2.918, -1.903], [-0.823, -4.432, -0.502], [0.216, 2.143, -0.550], [0.889, 0.637, -0.810], [0.799, -0.836, 0.441], [1.896, -3.229, -0.495], [-0.347, 1.098, 1.919], [-0.809, -0.757, 0.420], [0.681, 0.701, 1.531], [-0.666, 2.059, -0.428], [-0.530, -0.304, 0.377]], "lumo_energy_ev": [0.59, -1.62], "spin_multiplicity": 3}

Across the entries above, max |F| takes the values 0.1612; 0.0187; 0.3594; 0.0573; 0.0264; 0.0882 hartree/bohr, respectively.
Across the entries above, E takes the values -571.256495; -5170.820634; -1247.078923; -513.243763; -667.271569; -951.188549 Ha, respectively.